Record 1
{
  "formula": "C23H30F6GaN3O4S3Te",
  "method": "ωB97M-V/def2-TZVPD",
  "species": ["Ga", "F", "C", "F", "F", "S", "O", "O", "N", "S", "O", "O", "C", "F", "F", "F", "C", "C", "C", "C", "N", "C", "S", "N", "C", "C", "C", "C", "H", "H", "H", "H", "H", "H", "H", "H", "H", "H", "H", "H", "H", "H", "H", "H", "H", "H", "H", "H", "Te", "C", "C", "C", "C", "C", "C", "C", "C", "C", "C", "C", "C", "H", "H", "H", "H", "H", "H", "H", "H", "H", "H"],
  "coordinates": [[0.6192, -1.5037, -0.6668], [1.1742, -6.1930, -3.1954], [0.5084, -5.7044, -2.1745], [0.6432, -6.4588, -1.1101], [-0.7654, -5.5403, -2.4767], [1.1854, -3.9988, -1.8495], [0.2893, -3.4112, -0.7755], [1.0739, -3.2449, -3.0677], [2.6157, -4.2097, -1.2835], [3.4809, -2.8860, -1.1542], [2.5746, -1.7178, -0.9096], [4.5485, -3.0287, -0.2445], [4.2103, -2.5202, -2.8659], [3.5957, -1.4596, -3.3831], [4.0344, -3.5638, -3.6505], [5.4844, -2.2639, -2.7172], [-3.2243, 0.8738, 2.7136], [-2.9667, 2.3676, 2.9074], [-1.5111, 2.7688, 3.1462], [-0.5853, 2.7040, 1.9359], [-0.3453, 1.3105, 1.5144], [0.6865, 0.5113, 1.6735], [0.3713, -1.2447, 1.5173], [1.9332, 0.8220, 1.9605], [2.5867, 2.1283, 2.1596], [2.5224, 2.6340, 3.5991], [3.4970, 1.9559, 4.5606], [3.2654, 0.4647, 4.7770], [-4.2665, 0.6300, 2.9144], [-2.6163, 0.2674, 3.3880], [-3.0380, 0.5378, 1.6874], [-3.5447, 2.7083, 3.7672], [-3.3555, 2.9311, 2.0526], [-1.0812, 2.1710, 3.9557], [-1.4879, 3.8059, 3.4892], [0.3641, 3.1730, 2.1673], [-1.0140, 3.2221, 1.0762], [-1.2030, 0.8044, 1.3329], [2.5247, 0.0166, 2.1054], [2.1540, 2.8280, 1.4447], [3.6229, 1.9799, 1.8518], [1.4992, 2.5313, 3.9744], [2.7366, 3.7045, 3.5736], [3.4271, 2.4717, 5.5193], [4.5178, 2.1226, 4.2072], [2.2120, 0.2408, 4.9591], [3.8255, 0.1105, 5.6405], [3.6076, -0.1401, 3.9329], [0.0607, -0.2243, -2.8391], [-1.0010, 1.3992, -2.0127], [-0.5338, 2.6794, -2.2833], [-1.2445, 3.7739, -1.8010], [-2.4065, 3.5816, -1.0710], [-2.8691, 2.2962, -0.8088], [-2.1661, 1.1950, -1.2754], [-1.5474, -1.3930, -3.5007], [-2.3006, -2.1792, -2.6346], [-3.3544, -2.9194, -3.1468], [-3.6432, -2.8701, -4.5047], [-2.8821, -2.0865, -5.3573], [-1.8199, -1.3426, -4.8612], [0.3614, 2.8399, -2.8708], [-0.8976, 4.7749, -2.0175], [-2.9679, 4.4369, -0.7197], [-3.7914, 2.1521, -0.2620], [-2.5567, 0.1993, -1.1031], [-2.0839, -2.2361, -1.5735], [-3.9471, -3.5368, -2.4857], [-4.4652, -3.4509, -4.8995], [-3.1073, -2.0548, -6.4142], [-1.2236, -0.7432, -5.5376]],
  "max_force_ev_per_a": 0.692,
  "orbital_gap_ev": 8.6,
  "charge": 2,
  "de_lowest_ev": 0.0000,
  "total_energy_ev": -145463.7211
}

Record 2
{
  "formula": "C3H7NO2",
  "method": "ωB97M-V/def2-TZVPD",
  "species": ["N", "C", "O", "C", "C", "O", "H", "H", "H", "H", "H", "H", "H"],
  "coordinates": [[1.2290, 0.8079, -0.8475], [1.0531, 0.4156, 0.4757], [1.7668, 0.9397, 1.3071], [-0.1044, -0.4693, 0.8969], [-1.1925, -0.7269, -0.1404], [-1.8385, 0.4447, -0.5870], [2.0273, 1.4271, -0.7806], [1.2118, 0.1709, -1.6381], [-0.5221, 0.0724, 1.7518], [0.2999, -1.4106, 1.2911], [-0.7738, -1.3029, -0.9819], [-1.9709, -1.3473, 0.3139], [-1.1856, 0.9787, -1.0610]],
  "smiles": "NC(=O)CCO",
  "max_force_ev_per_a": 0.789,
  "orbital_gap_ev": 10.8,
  "de_lowest_ev": 0.8139,
  "total_energy_ev": -8809.7150
}

Record 3
{
  "formula": "C6H13NOS",
  "method": "ωB97M-V/def2-TZVPD",
  "species": ["C", "C", "C", "C", "C", "H", "H", "H", "H", "H", "H", "H", "H", "H", "H", "O", "C", "S", "N", "H", "H", "H"],
  "coordinates": [[0.2859, 2.8039, 1.4931], [-0.0481, 2.1050, 0.0840], [-0.6020, 0.8850, -0.0109], [-0.8663, 0.0698, 1.1828], [-0.6067, 0.1867, -1.3672], [1.4146, 2.9619, 1.6303], [-0.0807, 2.2608, 2.2969], [-0.2889, 3.6868, 1.6315], [0.4309, 2.7685, -0.6588], [-0.4176, 0.3897, 2.0581], [-1.9733, 0.0651, 1.4178], [-0.5900, -1.0884, 1.0799], [-1.2639, -0.7459, -1.3560], [-1.1802, 0.7498, -2.1629], [0.3229, -0.0757, -1.8344], [3.5081, -0.5450, -0.1965], [2.9533, -0.7951, -1.1663], [2.4755, -1.1644, -2.5609], [-0.8972, -3.4461, -0.3282], [-0.9845, -3.1515, -1.2920], [-1.6311, -3.9671, 0.2906], [0.0391, -3.9538, -0.2309]],
  "smiles": "CC=C(C)C.O=C=S.N",
  "max_force_ev_per_a": 4.358,
  "orbital_gap_ev": 9.2,
  "de_lowest_ev": 2.3421,
  "total_energy_ev": -20803.9545
}

Record 4
{
  "formula": "C3H8N2S2",
  "method": "ωB97M-V/def2-TZVPD",
  "species": ["C", "N", "C", "N", "S", "S", "C", "H", "H", "H", "H", "H", "H", "H", "H"],
  "coordinates": [[0.3287, -0.1103, 2.6396], [-0.4135, 0.2698, 1.4297], [-0.0160, -0.1050, 0.2659], [-0.6979, 0.3122, -0.8540], [-1.9056, 1.4830, -0.7785], [1.2884, -1.2780, -0.0454], [1.9275, -0.6845, -1.6553], [1.3748, -0.3213, 2.4672], [0.2458, 0.7051, 3.3564], [-0.1257, -1.0204, 3.1587], [-0.8467, -0.3816, -1.5993], [-2.6867, 0.9649, 0.1381], [2.9390, -1.2173, -1.6869], [1.3023, -1.0457, -2.4671], [2.0122, 0.3619, -1.7160]],
  "smiles": "C/N=C(/NS)SC",
  "max_force_ev_per_a": 2.754,
  "orbital_gap_ev": 9.5,
  "de_lowest_ev": 1.2585,
  "total_energy_ev": -27890.4382
}

Record 5
{
  "formula": "C43H71Br2NO2S",
  "method": "ωB97M-V/def2-TZVPD",
  "species": ["C", "C", "C", "C", "C", "C", "C", "C", "C", "C", "C", "C", "C", "C", "C", "C", "C", "C", "C", "C", "C", "C", "C", "C", "C", "C", "N", "C", "C", "C", "C", "C", "C", "Br", "C", "C", "Br", "C", "S", "H", "H", "H", "H", "H", "H", "H", "H", "H", "H", "H", "H", "H", "H", "H", "H", "H", "H", "H", "H", "H", "H", "H", "H", "H", "H", "H", "H", "H", "H", "H", "H", "H", "H", "H", "H", "H", "H", "H", "H", "H", "H", "H", "H", "H", "H", "H", "H", "H", "H", "H", "C", "C", "O", "C", "C", "H", "H", "H", "H", "H", "H", "H", "H", "H", "H", "C", "C", "O", "C", "C", "H", "H", "H", "H", "H", "H", "H", "H", "H", "H"],
  "coordinates": [[-12.6549, 1.1903, -3.6868], [-11.6843, 2.3710, -3.4618], [-10.2636, 1.9782, -3.9496], [-9.8692, 2.7649, -5.2204], [-8.7859, 2.0583, -6.0732], [-7.3686, 2.4821, -5.5975], [-6.6039, 1.3341, -4.8687], [-5.2355, 0.9927, -5.5327], [-4.0775, 1.8941, -5.0301], [-2.9628, 1.1544, -4.2548], [-2.4550, -0.1365, -4.9159], [-1.2289, -0.6852, -4.1166], [-0.0831, -1.1069, -5.0666], [0.9312, -1.9937, -4.3154], [1.4493, -1.3265, -3.0097], [2.9366, -1.6960, -2.8053], [3.3967, -1.4027, -1.3470], [4.6628, -0.5162, -1.2332], [5.9110, -1.2968, -0.7621], [5.6850, -1.9902, 0.6051], [6.5751, -1.4719, 1.7397], [7.8621, -0.9970, 1.5490], [8.5813, -0.5948, 2.6467], [8.0504, -0.6543, 3.9100], [6.7723, -1.1123, 4.1297], [6.0620, -1.5113, 3.0133], [6.1052, -1.2585, 5.3792], [6.7780, -0.8349, 6.5619], [6.0507, -0.9497, 7.7314], [6.5630, -0.6222, 8.9597], [7.8583, -0.1672, 9.0440], [8.6241, -0.0072, 7.9107], [10.0163, 0.4931, 8.0570], [11.4661, -0.6360, 7.4585], [10.3026, 1.6744, 8.6134], [9.2834, 2.6703, 9.1150], [12.1224, 2.2753, 8.7905], [8.0712, -0.3562, 6.6771], [9.1098, -0.1455, 5.2482], [-13.7094, 1.4826, -3.6286], [-12.4928, 0.3804, -2.9671], [-12.4812, 0.7886, -4.6934], [-12.0984, 3.2213, -4.0197], [-11.7051, 2.6560, -2.4041], [-9.5714, 2.1545, -3.1185], [-10.2907, 0.9130, -4.2085], [-10.7905, 2.9153, -5.8010], [-9.5419, 3.7622, -4.8982], [-8.9097, 2.4221, -7.0990], [-8.9652, 0.9852, -5.9724], [-6.7274, 2.8171, -6.4201], [-7.4636, 3.3228, -4.9001], [-6.3939, 1.5511, -3.8147], [-7.2028, 0.4194, -4.9501], [-5.3526, 1.1575, -6.6109], [-5.0695, -0.0737, -5.3603], [-4.5145, 2.6125, -4.3196], [-3.6793, 2.4963, -5.8537], [-2.1039, 1.8417, -4.2071], [-3.2648, 0.9622, -3.2179], [-3.2320, -0.9064, -4.8335], [-2.2397, -0.0234, -5.9843], [-0.9344, 0.0722, -3.3838], [-1.5508, -1.5744, -3.5567], [-0.5569, -1.6538, -5.8891], [0.4218, -0.1943, -5.4057], [0.4904, -2.9581, -4.0416], [1.8021, -2.1251, -4.9710], [0.8784, -1.7417, -2.1720], [1.3745, -0.2331, -3.0317], [3.5960, -1.1711, -3.5050], [3.0030, -2.7752, -2.9956], [2.5852, -0.8941, -0.8103], [3.5106, -2.3699, -0.8419], [4.4926, 0.2623, -0.4776], [4.8469, -0.0727, -2.2172], [6.0412, -2.1001, -1.5054], [6.8209, -0.6965, -0.8047], [4.6607, -1.7680, 0.9305], [5.7449, -3.0805, 0.5233], [8.2832, -0.9773, 0.5508], [9.5995, -0.2533, 2.4742], [5.0510, -1.8949, 3.1563], [5.9016, -2.2469, 5.4959], [5.0281, -1.3191, 7.6681], [5.9202, -0.7741, 9.8207], [8.2453, 0.0598, 10.0338], [9.7836, 3.2881, 9.8703], [8.9905, 3.3702, 8.3246], [8.4239, 2.2231, 9.6063], [-8.5763, 5.8101, 1.2821], [-8.4180, 4.5264, 0.4846], [-9.1450, 4.5137, -0.7302], [-8.8111, 5.5178, -1.6723], [-7.3641, 5.4640, -2.1338], [-9.6303, 6.0074, 1.4836], [-8.0441, 5.7342, 2.2310], [-8.1783, 6.6730, 0.7456], [-8.8043, 3.6934, 1.0732], [-7.3596, 4.3117, 0.2985], [-9.0605, 6.5085, -1.2768], [-9.4600, 5.3549, -2.5345], [-6.6686, 5.6505, -1.3140], [-7.1836, 6.2172, -2.9020], [-7.1303, 4.4788, -2.5430], [6.5986, -5.1535, 4.1171], [5.7476, -5.3294, 2.8705], [5.8314, -6.6234, 2.3045], [5.4163, -7.6969, 3.1296], [3.9653, -7.6067, 3.5718], [7.6409, -5.3963, 3.9068], [6.5425, -4.1232, 4.4719], [6.2681, -5.8049, 4.9282], [6.1012, -4.6394, 2.1040], [4.7016, -5.0654, 3.0678], [6.0821, -7.7921, 3.9945], [5.5504, -8.6008, 2.5345], [3.7847, -6.7313, 4.1978], [3.6903, -8.4909, 4.1481], [3.3061, -7.5310, 2.7055]],
  "smiles": "CCCCCCCCCCCCCCCCCCCCc1ccc2c(c1)Nc1cccc(/C(Br)=C(\\C)Br)c1S2.CCOCC.CCOCC",
  "max_force_ev_per_a": 1.774,
  "orbital_gap_ev": 7.9,
  "total_energy_ev": -202246.4216
}

no.,LUMO energy (eV)
1,-6.48
2,0.68
3,0.49
4,0.57
5,0.33